Entry 1:
{
  "formula": "C3H3CdO3",
  "method": "wB97M-V/def2-TZVPD",
  "species": ["C", "C", "O", "O", "C", "H", "H", "H", "O", "Cd"],
  "coordinates": [[0.0615, 1.1708, 0.3963], [0.8185, -0.9965, -0.7684], [1.0270, 1.0145, -0.3736], [-0.7138, 0.0479, 0.6144], [-0.4879, -1.0699, -0.2742], [0.9533, -1.1243, -1.8437], [1.6456, -1.2461, -0.0976], [-1.2964, -1.0203, -1.0141], [-0.2099, 2.0787, 1.2114], [-1.7980, 1.1451, 2.1496]],
  "total_charge": 0,
  "orbital_gap_ev": [8.553, 6.596],
  "homo_ha": [-0.2980, -0.3082],
  "s2": 0.75,
  "lumo_energy_ev": [0.44, -1.79],
  "relative_energy_ev": 0.0000,
  "mol_weight_g_mol": 199.5,
  "multiplicity": 2
}

---

Entry 2:
{
  "formula": "C3H3CdO3",
  "method": "wB97M-V/def2-TZVPD",
  "species": ["O", "Cd", "O", "C", "O", "C", "H", "C", "H", "H"],
  "coordinates": [[0.2692, -0.7417, 0.5562], [-3.0354, -2.1352, 1.4175], [-1.9859, -0.7524, 0.5456], [-0.9046, -0.3337, 0.2708], [-0.7748, 0.8617, -0.5652], [0.4449, 1.1600, -0.6526], [0.8906, 1.6341, -1.5600], [1.2850, 0.1449, -0.0239], [1.9192, 0.5728, 0.7728], [1.8918, -0.4104, -0.7612]],
  "total_charge": 3,
  "orbital_gap_ev": 10.076,
  "homo_ha": -0.9968,
  "lumo_energy_ev": -17.05,
  "relative_energy_ev": 0.0000,
  "mol_weight_g_mol": 199.5,
  "multiplicity": 1
}

---

Entry 3:
{
  "formula": "C3H3Cl2F",
  "method": "wB97M-V/def2-TZVPD",
  "species": ["F", "C", "C", "C", "Cl", "Cl", "H", "H", "H"],
  "coordinates": [[1.7684, -2.1067, 0.1694], [0.6489, -1.7695, 0.9174], [0.5732, -0.2199, 0.9255], [-0.2164, 0.5270, 0.1376], [-1.0310, -0.3700, -1.0253], [-0.3696, 2.2281, 0.0003], [-0.2477, -2.1855, 0.5683], [0.7274, -1.9916, 1.9775], [1.3823, 0.3247, 1.4718]],
  "total_charge": 0,
  "orbital_gap_ev": 10.334,
  "homo_ha": -0.3550,
  "lumo_energy_ev": 0.67,
  "smiles": "FCC=C(Cl)Cl",
  "relative_energy_ev": 0.6433,
  "mol_weight_g_mol": 129.0,
  "multiplicity": 1
}

---

Entry 4:
{
  "formula": "C3H3Cl2F",
  "method": "wB97M-V/def2-TZVPD",
  "species": ["C", "C", "C", "F", "Cl", "Cl", "H", "H", "H"],
  "coordinates": [[1.3041, 2.0841, -1.0788], [1.5449, 0.8739, -0.6488], [2.1624, -0.2627, -0.2923], [-0.2870, -0.6565, -1.2879], [1.9565, -0.2314, 1.5976], [3.9571, -0.1683, -0.6526], [0.6451, 2.1104, -1.9494], [1.6438, 2.9349, -0.5914], [1.8059, -1.1761, -0.5014]],
  "total_charge": 0,
  "orbital_gap_ev": [7.445, 7.268],
  "homo_ha": [-0.3754, -0.3700],
  "lumo_energy_ev": [-2.77, -2.80],
  "relative_energy_ev": 5.0772,
  "mol_weight_g_mol": 129.0,
  "multiplicity": 1
}

---

Entry 5:
{
  "formula": "C3H3Cl2F",
  "method": "wB97M-V/def2-TZVPD",
  "species": ["C", "C", "F", "C", "Cl", "Cl", "H", "H", "H"],
  "coordinates": [[-0.1898, -0.6826, 1.3607], [-0.1488, -0.3627, 0.1024], [-0.7438, -1.4087, -0.9703], [0.3102, 0.8221, -0.6933], [-1.0246, 1.8413, -1.0850], [1.1942, 0.2721, -2.1626], [-0.8221, -1.5695, 1.4182], [0.3370, -0.4464, 2.2916], [1.0877, 1.5344, -0.2616]],
  "total_charge": 0,
  "orbital_gap_ev": 11.365,
  "homo_ha": -0.3993,
  "lumo_energy_ev": 0.50,
  "smiles": "C=C(F)C(Cl)Cl",
  "relative_energy_ev": 1.5140,
  "mol_weight_g_mol": 129.0,
  "multiplicity": 1
}

---

Entry 6:
{
  "formula": "C3H3Cl2N",
  "method": "wB97M-V/def2-TZVPD",
  "species": ["C", "C", "Cl", "Cl", "H", "H", "C", "N", "H"],
  "coordinates": [[-0.2389, -0.8922, 0.7151], [-0.8231, -1.0944, -0.4604], [-2.1225, -2.2262, -0.7478], [-0.3616, -0.1717, -1.8948], [0.3801, -0.0522, 0.8889], [-0.4595, -1.7694, 1.4358], [1.1391, 2.0436, 0.1003], [0.5762, 2.8068, -0.5424], [1.9102, 1.3557, 0.5054]],
  "total_charge": 0,
  "orbital_gap_ev": 10.600,
  "homo_ha": -0.3655,
  "lumo_energy_ev": 0.66,
  "smiles": "C=C(Cl)Cl.C#N",
  "relative_energy_ev": 1.7497,
  "mol_weight_g_mol": 124.0,
  "multiplicity": 1
}

---

Entry 7:
{
  "formula": "C3H3ClF2",
  "method": "wB97M-V/def2-TZVPD",
  "species": ["C", "C", "F", "C", "F", "Cl", "H", "H", "H"],
  "coordinates": [[-1.1419, -0.1749, -0.0673], [0.1820, 0.4441, 0.2543], [0.1113, 1.5234, 1.0206], [1.3192, -0.1017, -0.1510], [1.1885, -1.0975, -1.0502], [2.8025, 0.5069, 0.2076], [-0.9453, -1.1762, -0.4456], [-1.8393, 0.4535, -0.5978], [-1.6770, -0.3775, 0.8296]],
  "total_charge": 0,
  "orbital_gap_ev": 10.090,
  "homo_ha": -0.3387,
  "lumo_energy_ev": 0.87,
  "smiles": "C/C(F)=C(\\F)Cl",
  "relative_energy_ev": 0.7116,
  "mol_weight_g_mol": 112.5,
  "multiplicity": 1
}

---

Entry 8:
{
  "formula": "C3H3ClF2",
  "method": "wB97M-V/def2-TZVPD",
  "species": ["F", "C", "C", "F", "C", "Cl", "H", "H", "H"],
  "coordinates": [[1.1027, 0.7315, 1.6379], [0.2121, 0.9065, 0.6152], [-0.8516, -0.0621, 0.5834], [-0.7616, -0.9954, 1.6794], [0.1643, -0.2630, -0.3627], [0.0337, -0.1263, -2.0868], [0.2625, 1.9514, 0.2441], [-1.8975, 0.1243, 0.2647], [0.8430, -1.0420, 0.0945]],
  "total_charge": 0,
  "orbital_gap_ev": 11.367,
  "homo_ha": -0.3848,
  "lumo_energy_ev": 0.90,
  "smiles": "F[C@@H]1[C@H](F)[C@H]1Cl",
  "relative_energy_ev": 1.5544,
  "mol_weight_g_mol": 112.5,
  "multiplicity": 1
}

---

Entry 9:
{
  "formula": "C3H3ClFNO",
  "method": "wB97M-V/def2-TZVPD",
  "species": ["C", "C", "C", "H", "H", "H", "N", "O", "F", "Cl"],
  "coordinates": [[-1.0635, -0.4553, -0.1219], [-0.3855, 0.8292, -0.1012], [0.9396, 1.1832, -0.2598], [0.9422, -1.1838, 1.5254], [-0.3728, -2.5041, 0.2219], [1.3415, 2.1434, -0.2151], [-0.1288, -1.5088, -0.2212], [-2.2489, -0.4847, -0.4603], [-1.2699, 1.9107, -0.0731], [2.2461, 0.0702, -0.2948]],
  "total_charge": 0,
  "orbital_gap_ev": 7.315,
  "homo_ha": -0.3661,
  "lumo_energy_ev": -2.65,
  "relative_energy_ev": 5.8010,
  "mol_weight_g_mol": 123.5,
  "multiplicity": 1
}

---

Entry 10:
{
  "formula": "C3H3ClN2",
  "method": "wB97M-V/def2-TZVPD",
  "species": ["C", "C", "C", "N", "N", "Cl", "H", "H", "H"],
  "coordinates": [[1.0883, 0.8176, 0.0949], [1.4976, -0.4357, 0.5277], [-0.0800, -0.5542, -0.5492], [-0.0316, 0.6889, -0.7325], [0.6568, -1.4180, -0.0069], [-3.3320, 0.0339, 0.1980], [1.4564, 1.8001, 0.3223], [2.2862, -0.7360, 1.1869], [-3.5417, -0.1966, -1.0412]],
  "total_charge": 0,
  "orbital_gap_ev": 7.903,
  "homo_ha": -0.3504,
  "lumo_energy_ev": -1.63,
  "relative_energy_ev": 3.9005,
  "mol_weight_g_mol": 102.5,
  "multiplicity": 1
}

---

Entry 11:
{
  "formula": "C3H3ClN2",
  "method": "wB97M-V/def2-TZVPD",
  "species": ["C", "C", "C", "N", "N", "Cl", "H", "H", "H"],
  "coordinates": [[0.6663, 2.5500, -0.5262], [0.2422, -0.1662, 0.5741], [-0.3626, 1.7605, -0.9907], [1.5375, 3.1781, -0.1015], [-0.7344, -0.5270, 1.1686], [-1.9598, 2.0799, -0.4252], [1.2922, -0.2765, 0.4002], [-0.2998, 1.2225, -1.9201], [-0.8298, -1.2519, 1.8732]],
  "total_charge": 0,
  "orbital_gap_ev": [7.378, 8.187],
  "homo_ha": [-0.2973, -0.3077],
  "lumo_energy_ev": [-0.71, -0.19],
  "relative_energy_ev": 3.9655,
  "mol_weight_g_mol": 102.5,
  "multiplicity": 1
}

---

Entry 12:
{
  "formula": "C3H3ClN2O",
  "method": "wB97M-V/def2-TZVPD",
  "species": ["C", "C", "C", "N", "N", "O", "Cl", "H", "H", "H"],
  "coordinates": [[-2.4144, 0.5600, -0.6803], [0.8949, -0.4768, 0.3309], [-1.4263, 0.5428, 0.2259], [-3.4057, 0.3981, -1.3591], [-0.2536, -0.1866, 0.2563], [1.9690, -0.8671, 0.5435], [5.2714, -1.1362, 0.3827], [4.6021, -0.7939, 1.3922], [-1.6437, 1.2250, 1.1833], [-3.5938, 0.7347, -2.2754]],
  "total_charge": 0,
  "orbital_gap_ev": 9.067,
  "homo_ha": -0.3164,
  "lumo_energy_ev": 0.46,
  "relative_energy_ev": 1.9330,
  "mol_weight_g_mol": 118.5,
  "multiplicity": 1
}

---

Entry 13:
{
  "formula": "C3H3ClN2O2S2",
  "method": "wB97M-V/def2-TZVPD",
  "species": ["C", "S", "O", "O", "C", "N", "H", "H", "H", "S", "N", "C", "Cl"],
  "coordinates": [[-2.2577, 0.5360, -0.1814], [-0.4656, 0.7674, -0.2915], [-0.0911, 1.4290, 0.9080], [0.0190, 1.2862, -1.5241], [0.1716, -0.8974, -0.2916], [0.2656, -2.0509, -0.3641], [-2.6698, 0.7684, -1.1203], [-2.4276, -0.4758, 0.0761], [-2.6184, 1.3385, 0.4303], [2.6227, -2.7597, 1.0615], [2.7437, -1.2081, 0.7574], [2.3535, -0.1626, 0.3967], [2.3540, 1.4290, 0.1430]],
  "total_charge": 0,
  "orbital_gap_ev": 7.828,
  "homo_ha": -0.3135,
  "lumo_energy_ev": -0.70,
  "smiles": "CS(=O)(=O)C#N.[S-][N+]#CCl",
  "relative_energy_ev": 3.7095,
  "mol_weight_g_mol": 198.7,
  "multiplicity": 1
}

---

Entry 14:
{
  "formula": "C3H3ClN2OS",
  "method": "wB97M-V/def2-TZVPD",
  "species": ["N", "N", "O", "C", "Cl", "C", "C", "S", "H", "H", "H"],
  "coordinates": [[-1.0439, 1.6887, 0.2854], [-0.3473, 0.6401, -0.1815], [1.0024, 0.7721, -0.1876], [1.5780, -0.3877, -0.0920], [3.1862, -0.5695, 0.2014], [0.6666, -1.4214, -0.1414], [-0.6282, -0.8166, -0.1966], [-2.1964, -1.3026, 0.1482], [-1.4238, 2.4221, -0.5012], [-1.7598, 1.4009, 0.8659], [0.9660, -2.4261, -0.2006]],
  "total_charge": 0,
  "orbital_gap_ev": 8.353,
  "homo_ha": -0.3045,
  "lumo_energy_ev": 0.07,
  "smiles": "Nn1oc(Cl)cc1=S",
  "relative_energy_ev": 3.3390,
  "mol_weight_g_mol": 150.6,
  "multiplicity": 1
}

---

Entry 15:
{
  "formula": "C3H3ClN2OS",
  "method": "wB97M-V/def2-TZVPD",
  "species": ["C", "C", "C", "N", "N", "O", "S", "Cl", "H", "H", "H"],
  "coordinates": [[0.1708, 1.0999, -0.6245], [0.0550, 0.0261, 0.2230], [-0.6543, -0.4445, -1.7488], [-0.4068, 0.8096, -1.8538], [-0.4854, -0.9816, -0.5474], [-1.8782, -2.5896, -2.1927], [-1.3973, -1.4384, -2.9788], [0.5484, -2.0358, -3.8423], [0.5197, 2.0751, -0.6053], [0.3426, 0.0444, 1.2889], [-0.8301, -1.7885, -0.0835]],
  "total_charge": 0,
  "orbital_gap_ev": 8.777,
  "homo_ha": -0.3545,
  "lumo_energy_ev": -0.87,
  "relative_energy_ev": 0.7554,
  "mol_weight_g_mol": 150.6,
  "multiplicity": 1
}

---

Entry 16:
{
  "formula": "C3H3ClN2S",
  "method": "wB97M-V/def2-TZVPD",
  "species": ["C", "C", "C", "N", "N", "S", "Cl", "H", "H", "H"],
  "coordinates": [[1.9903, 0.1290, 0.1687], [-0.3721, 0.5102, 0.1476], [0.6676, -0.4749, 0.1682], [3.0345, 0.5869, 0.1519], [-0.8207, 1.6101, 0.1345], [-2.8089, -1.0240, 0.0907], [-3.6243, 0.8162, 0.0422], [0.5611, -1.1188, -0.7139], [0.5524, -1.1031, 1.0589], [-1.8494, 1.8029, 0.0995]],
  "total_charge": 0,
  "orbital_gap_ev": 7.308,
  "homo_ha": -0.3080,
  "lumo_energy_ev": -1.07,
  "relative_energy_ev": 2.8021,
  "mol_weight_g_mol": 134.6,
  "multiplicity": 1
}

---

Entry 17:
{
  "formula": "C3H3ClN4",
  "method": "wB97M-V/def2-TZVPD",
  "species": ["Cl", "C", "C", "N", "N", "C", "N", "N", "H", "H", "H"],
  "coordinates": [[2.5183, 0.6375, -1.1340], [1.8769, -0.8445, -0.5593], [0.6756, -1.0479, -0.0275], [-0.3638, -0.1336, 0.1731], [-0.3561, 1.1620, -0.1073], [-1.5607, 1.5234, 0.2839], [-2.2725, 0.4859, 0.8007], [-1.5030, -0.5544, 0.7145], [2.5486, -1.7181, -0.6435], [0.3874, -2.0610, 0.2937], [-1.9508, 2.5506, 0.2058]],
  "total_charge": 0,
  "orbital_gap_ev": 9.933,
  "homo_ha": -0.3551,
  "lumo_energy_ev": 0.27,
  "smiles": "Cl/C=C\\n1ncnn1",
  "relative_energy_ev": 0.7473,
  "mol_weight_g_mol": 130.5,
  "multiplicity": 1
}

---

Entry 18:
{
  "formula": "C3H3ClNO",
  "method": "wB97M-V/def2-TZVPD",
  "species": ["C", "C", "C", "N", "O", "Cl", "H", "H", "H"],
  "coordinates": [[-0.2657, 0.8445, -0.0708], [-1.5561, 0.9062, -0.0251], [0.8894, -0.2286, 0.0114], [0.7114, -1.5583, -0.0398], [-0.2985, -2.1632, 0.0151], [-3.1554, 0.7353, -0.0382], [0.3975, 1.6565, -0.3196], [1.9118, 0.0881, -0.5745], [1.3656, -0.2804, 1.0416]],
  "total_charge": 1,
  "orbital_gap_ev": [6.687, 6.672],
  "homo_ha": [-0.5134, -0.5130],
  "lumo_energy_ev": [-7.28, -7.29],
  "relative_energy_ev": 4.2466,
  "mol_weight_g_mol": 104.5,
  "multiplicity": 1
}

---

Entry 19:
{
  "formula": "C3H3ClNO4",
  "method": "wB97M-V/def2-TZVPD",
  "species": ["C", "C", "C", "N", "O", "O", "O", "O", "Cl", "H", "H", "H"],
  "coordinates": [[-1.2951, -0.0276, -1.0732], [1.0931, 0.8728, -0.2189], [0.0237, -0.5778, 0.0532], [-0.3149, -0.6562, 1.4235], [-0.8075, -0.0370, -2.1716], [-0.4550, -1.8070, 1.8994], [-2.2416, 0.3337, -0.4507], [-0.5190, 0.4115, 2.0366], [2.7464, 0.3433, -0.3619], [0.6495, 1.0219, -1.2289], [0.7400, 1.5819, 0.5533], [0.3804, -1.4596, -0.4609]],
  "total_charge": -1,
  "orbital_gap_ev": [4.985, 5.602],
  "homo_ha": [-0.0598, -0.1726],
  "s2": 2.01,
  "lumo_energy_ev": [3.36, 0.90],
  "mol_weight_g_mol": 152.5,
  "multiplicity": 3
}

---

Entry 20:
{
  "formula": "C3H3ClO",
  "method": "wB97M-V/def2-TZVPD",
  "species": ["O", "C", "C", "C", "Cl", "H", "H", "H"],
  "coordinates": [[1.1096, 1.8504, -0.1368], [0.3005, 1.2268, 0.4961], [-0.4251, -0.0242, 0.0388], [-0.1219, -1.1223, -0.6117], [1.2321, -1.2183, -1.5714], [-0.0398, 1.5763, 1.5621], [-1.3660, -0.2716, 0.7696], [-0.6895, -2.0171, -0.5467]],
  "total_charge": 0,
  "orbital_gap_ev": 10.122,
  "homo_ha": -0.3726,
  "lumo_energy_ev": -0.02,
  "smiles": "O=C/C=C\\Cl",
  "relative_energy_ev": 0.6964,
  "mol_weight_g_mol": 90.5,
  "multiplicity": 1
}